This record from OMol25 describes 7 unconnected molecules or ions with the total composition C26H75N6O8. The level of theory is ωB97M-V with the def2-TZVPD basis set.

- E_tot: -1964.2431 Eh
- LUMO level: -0.3770 Ha
- Gap between HOMO and LUMO: 8.45 eV

```
! RIJCOSX wB97M-V def2-TZVPD def2/J DEFGRID3
* xyz 5 1
H 7.59340 2.89217 -0.43208
H -7.53652 -6.70514 2.06758
H -3.12462 -2.24311 -0.84420
N -3.07296 0.18438 -2.42392
C -3.48543 -1.25104 -2.77229
H -7.15317 -5.60524 4.33287
H -5.39778 -0.40250 -3.18501
C -3.03277 4.43036 6.85896
C 1.57690 4.75133 -2.58139
H -2.16161 5.09344 6.83285
H 5.48837 3.94864 3.42949
O -1.97093 0.31281 0.43117
H -1.49459 4.09669 4.61648
C -0.82770 -0.13862 0.11776
O -4.28238 -0.40528 -4.85184
C 6.40754 3.49370 3.05781
H -6.26895 -2.57674 2.28063
C -7.75172 -4.84591 3.82571
H -2.60631 1.82220 1.75297
H -3.77630 2.87168 2.22024
H 5.54542 1.26740 1.89970
C -3.94761 -1.91120 -1.47185
H -4.57457 -1.23163 -0.89498
C 4.12128 -1.53446 -6.08950
H -0.44530 1.81090 3.65231
C -0.06352 -0.92997 1.16707
C -6.06285 -3.64619 2.33956
H -3.82113 0.73085 -1.98985
O -2.93774 3.35441 5.93158
H -3.46638 -0.57900 -6.71641
C 5.23100 0.54468 -0.65485
H -0.49643 3.45461 -1.25559
H 1.01911 5.62583 -2.23837
H 6.60705 -2.96562 -1.66226
H -3.07945 4.01457 7.85878
H 7.19767 4.23860 3.14900
H -3.15471 -3.70431 0.68172
H -2.24252 3.39210 2.06115
H 2.82606 3.73535 2.33187
H 5.12099 -2.09413 -1.49545
H 6.75280 -4.59627 -3.84779
H 3.15557 -1.07382 -5.85217
H 0.93528 4.60394 0.14676
H 1.11254 3.70509 2.39008
H 5.50012 -0.27658 0.01366
N 5.75108 -4.70267 -3.66431
H 6.77718 2.66706 3.66608
C -4.70254 -1.08304 -3.68137
C -3.83306 -3.58827 1.51851
H -3.42828 1.80631 4.18279
H 4.14516 0.42922 -0.73344
O -0.29817 0.00563 -1.02040
H -0.02497 2.87439 -2.70689
C -7.24591 -4.59261 2.41274
H -8.79078 -5.17172 3.79996
H 4.02432 -3.74969 -3.11873
H 1.96389 2.17559 2.60856
H -0.61730 -1.82447 1.46078
C 5.52172 -3.07481 -1.74368
O 1.89127 2.83723 0.67506
H 5.58096 -5.53564 -3.09079
H -2.60447 -1.63954 -3.27439
H -5.42263 -3.78163 3.22420
C -3.77671 -1.22765 -5.89566
C -2.52636 2.33347 3.86557
O 4.37521 -2.66272 -5.27181
O 6.22204 3.30005 1.64997
H 1.17321 4.37493 -3.51878
C -1.36093 1.40323 4.09672
H -6.97059 -5.87913 0.79404
N -6.88734 -5.95980 1.80899
H 4.83812 -0.72073 -5.94257
H 2.30238 2.84541 -1.80330
H 0.22259 1.92043 -1.42113
H -8.02733 -4.30776 1.70790
H 7.42911 1.45558 -1.33176
H 4.12158 -1.75388 -7.15452
N -2.80528 2.60829 2.39641
C -2.49124 3.63533 4.65125
H 6.25914 -2.32338 -4.62416
H -3.82062 -2.52000 1.77461
H -4.53215 -1.87861 -6.33367
H -3.25153 4.31896 4.23111
H 5.00426 -1.41831 -3.73485
N 0.23106 2.91032 -1.71948
H 0.08559 -0.41206 2.11459
H 4.39572 2.41639 1.48907
H -4.53009 -2.79213 -1.73992
C 1.82204 4.00511 -0.11488
H -2.71774 0.77394 -3.17494
C 5.24737 -2.37905 -4.20254
N 7.23987 1.93329 -0.45252
H -3.90004 5.03111 6.57516
H -7.70911 -3.95437 4.44969
C 1.97153 3.10867 2.05139
C 1.57885 3.62567 -1.55083
H 5.38059 -5.06361 -4.55496
H -3.47524 -4.11437 2.41047
H 2.58172 5.14375 -2.73377
H -1.52399 0.43678 3.61784
H 0.90161 -1.23542 0.76913
C 5.47093 2.18230 1.29344
H 5.38316 2.71516 -0.79869
H -2.83116 -1.68534 -5.58685
C 5.72687 1.90134 -0.15956
C 5.06977 -3.44095 -3.15006
H 2.76956 4.53226 0.02289
H -5.91034 -6.17060 2.01629
H 7.72326 1.39877 0.27545
H -1.13905 1.24852 5.14982
O -5.16366 -4.02098 1.28572
H 5.52350 0.25921 -1.66928
H 5.23462 -3.76820 -0.95554
H -5.19453 -2.01792 -3.95274
H -2.38285 0.17844 -1.65130
*
```

***

This record from OMol25 describes 17 unconnected molecules or ions with the total composition C26H76NO18. The level of theory is ωB97M-V with the def2-TZVPD basis set.

- E_tot: -2445.0835 Eh
- LUMO level: 0.0633 Ha
- Gap between HOMO and LUMO: 6.16 eV

```
! RIJCOSX wB97M-V def2-TZVPD def2/J DEFGRID3
* xyz -1 1
C -0.40866 0.65424 0.32306
H -7.02638 4.30697 3.44192
O 2.37814 -4.42094 -1.04086
H -2.73019 5.14328 5.04381
H -2.00430 0.63163 1.78036
H -7.73188 5.20757 5.46042
H 7.59649 3.15711 6.04385
C 3.22163 3.69869 4.40644
C -4.46180 -1.91368 -2.86041
H 0.15829 2.38023 -5.64981
C 1.53104 1.16398 -1.05191
H -1.74254 -1.31071 -5.24568
H 5.21521 -6.96444 3.53419
H -3.79277 5.27306 3.62444
H 1.02986 -0.25315 -6.21850
O -1.86565 4.24187 -2.76439
O 5.91002 -6.54455 1.61282
H 4.09493 -2.17007 0.38361
H -3.80886 4.46070 -2.19362
H 1.72589 -6.62722 -5.37277
H 6.76078 -3.85845 0.72973
H 6.21669 -5.18300 -0.30531
H -7.82503 1.98032 -2.09499
O -3.08589 -1.22782 0.36591
C -3.54042 4.66195 4.48812
O 0.82241 4.01218 1.68116
C 0.41427 0.61490 -6.43657
C -2.47940 -1.88871 1.23507
H -6.06458 2.79380 1.06539
C 4.98567 -6.32376 2.67885
O 2.42159 2.53281 4.24061
C -1.84085 -2.34227 -5.56324
H -8.13237 3.21871 4.32539
C -1.00918 0.22260 1.63112
H -1.29106 1.26152 -2.89213
H 2.73690 -5.03757 0.85737
C 7.66363 2.75332 5.03694
H 0.86040 -2.62748 -0.59988
O 7.15081 3.73690 4.14545
H -5.00220 3.82619 2.06422
H 2.60037 1.26458 -1.12836
C -0.09740 4.11311 2.76632
H -0.63622 0.32693 -6.36890
C -0.12746 -2.55821 -0.15818
H 3.90885 -5.64243 -0.33511
H 3.13361 -6.41870 -3.52539
C 2.84867 -5.41765 -0.15634
C -5.15072 3.38521 1.07572
H 4.27874 3.43422 4.49916
C -0.64835 1.15854 -2.02990
H 1.18215 1.54044 -3.11695
H -5.95980 4.98586 0.30162
O 6.46006 -3.32999 -1.22444
H -2.72100 5.68851 -1.51529
O -2.83334 -2.96907 1.73683
H -1.12063 3.92113 2.43886
C 0.72372 1.31513 -2.17176
H 7.20596 3.38101 3.25493
H 5.77133 -1.57082 0.28656
O -3.24260 -1.21868 -3.08678
H -1.14076 -1.54279 2.82838
H -0.99322 4.36773 -2.38142
H 4.63627 -0.85684 1.45435
C -7.01527 1.26252 -1.98242
H -0.69117 -1.88835 -0.80583
O -0.99824 -2.54056 -6.70980
C -2.82027 4.63146 -1.77953
O 2.56410 -5.67109 -3.72452
H 8.71047 2.52747 4.81511
H 7.89607 -4.59905 -0.41689
H -6.16550 1.58943 -2.58693
H -1.53943 -2.98894 -4.73728
H 3.16039 -5.62389 -5.71964
N 0.02391 -2.04412 1.19629
H 4.40790 -0.67141 -1.35661
H -2.87963 -1.01789 -2.21194
C -7.15799 3.71293 4.34918
C -1.12992 -1.33949 1.75735
H -0.03597 5.12863 3.15622
H 0.17203 3.40922 3.55685
O -5.21792 4.41828 0.08292
H -2.91186 2.85011 4.78823
H -4.89164 -2.16379 -3.83067
C 0.96507 0.83903 0.17863
H -6.37870 2.95698 4.39170
H -2.70647 4.02172 -0.88150
H -4.41825 4.56590 5.13227
H 3.09008 4.37539 3.55777
H -2.88723 -2.53531 -5.81073
H -5.16287 -1.28944 -2.30087
H 1.59205 0.69535 1.04966
O -6.67140 1.21538 -0.60374
O 4.32631 -0.29275 -0.47706
H 0.76970 3.11155 1.34532
H 5.07740 -5.28415 2.98149
H 5.82791 -7.46325 1.34493
H -2.28013 0.67719 -0.75224
C 6.85389 -4.30579 -0.25601
H -1.09064 -3.45646 -6.98090
H 1.60995 -4.85615 -5.32706
C 4.73337 -1.28589 0.45799
H -4.30645 2.74347 0.84005
O -3.12973 3.38028 4.01760
O 0.71293 1.61687 -5.46951
H 3.95989 -6.50703 2.35407
H 2.46596 -4.74973 -1.94341
C 2.25371 -5.70566 -5.11521
H -5.95130 0.58315 -0.50460
H -0.40065 0.56542 2.46989
H -0.55855 -3.55400 -0.18100
H 0.63192 0.96184 -7.45154
H 0.85971 -1.49157 1.27426
H 6.54237 -3.72894 -2.09342
H -4.27387 -2.82751 -2.29300
C -1.21531 0.82560 -0.80101
H -7.35534 0.28550 -2.33762
H 2.89594 4.19982 5.31523
O -7.04141 4.54269 5.50630
H 2.70985 2.09938 3.43309
H 7.07765 1.83182 4.98621
H 2.26370 -6.34011 -0.25022
*
```

***

This record from OMol25 describes 10 unconnected molecules or ions with the total composition C26H77N5O10. The level of theory is ωB97M-V with the def2-TZVPD basis set.

- SMILES string: COC[C@H](C)N.COC[C@H](C)N.COC[C@H](C)N.COC[C@H](C)N.COC[C@H](C)N.CCO.CCO.CCO.O.O
- E_tot: -2062.7386 Eh
- LUMO level: 0.0147 Ha
- Gap between HOMO and LUMO: 8.88 eV

```
! RIJCOSX wB97M-V def2-TZVPD def2/J DEFGRID3
* xyz 0 1
H -15.03928 16.87178 -17.25945
H -19.63646 17.92741 -13.60684
H -14.48003 13.44496 -12.14096
H -20.00255 18.24965 -21.50735
C -17.69059 12.89002 -22.53227
H -15.51098 14.60646 -14.42470
H -20.28095 14.62862 -19.60664
H -9.37238 17.71855 -20.62979
O -15.78333 17.25013 -19.01656
H -14.14570 20.25932 -15.82859
N -18.74597 16.90561 -23.24539
H -17.89429 21.03665 -13.77642
H -11.88413 18.83065 -22.80735
H -17.65293 16.27067 -21.66727
O -18.33397 19.63780 -16.06378
H -14.99338 16.38901 -20.75225
C -19.53762 15.36860 -19.90326
H -9.71327 17.24604 -13.85121
H -18.69548 19.34311 -15.22790
H -13.78422 14.28581 -14.36196
C -14.55372 15.01012 -14.09483
C -16.32293 12.24497 -22.15101
H -10.47298 15.48033 -21.91130
O -15.21015 14.06178 -12.05124
H -18.91476 14.75642 -20.55548
H -15.44553 19.18790 -15.49842
H -19.18207 17.74560 -23.59800
H -16.56933 19.65196 -17.83075
H -14.09877 14.58592 -22.31624
C -11.14339 17.42019 -21.29378
H -13.79550 16.48460 -19.41154
H -11.56683 13.86807 -19.26879
H -11.50888 13.46580 -20.97504
H -13.89030 15.72515 -12.02865
H -9.43818 17.85398 -22.28356
H -20.41538 19.24474 -13.18054
H -8.94398 17.31255 -15.89880
H -18.90255 12.12891 -20.85623
C -14.63585 16.97341 -19.90445
C -15.08148 14.19458 -22.05311
O -17.89739 22.32701 -22.65872
H -18.24984 12.04679 -24.31864
H -18.95006 19.11624 -11.65618
C -14.53139 19.27286 -16.08598
H -19.90703 23.66199 -12.79166
N -9.86772 18.12497 -21.41054
C -12.06854 14.02323 -20.22394
C -18.93073 12.11770 -21.94581
N -17.84970 12.91595 -23.99529
H -17.43805 19.20805 -22.48509
C -14.79538 19.04259 -17.58569
H -12.92593 17.35892 -22.67312
H -17.02958 21.25477 -21.08246
H -20.05511 21.89516 -21.00120
H -16.33482 12.17263 -21.06347
H -16.80483 18.09096 -11.96614
H -18.31449 23.32094 -12.04948
H -16.51547 17.67671 -17.19196
H -13.82289 18.56537 -15.65518
C -10.95946 17.51673 -16.74554
H -16.86616 18.57450 -20.89803
H -19.92526 12.52418 -22.12962
H -18.96477 11.11053 -22.36120
C -10.88737 15.93974 -21.01391
H -15.20841 14.29786 -20.97546
H -11.73914 17.81015 -20.46848
H -15.52009 15.95190 -12.39075
C -19.24712 21.17699 -21.14080
C -17.11317 18.32767 -21.93058
H -16.14116 18.12902 -22.38206
H -15.92055 22.10921 -15.39530
H -9.82051 15.77531 -15.89932
N -15.67769 20.11248 -17.94478
H -13.85229 19.12896 -18.12535
H -15.73013 14.92801 -22.53210
H -13.09514 13.65691 -20.22162
N -19.52970 18.93016 -13.55032
H -12.01557 17.26344 -16.65305
O -15.22875 12.91917 -22.65636
C -19.05280 22.98509 -12.77763
C -18.25732 20.83742 -12.76815
C -14.69253 15.27948 -12.61678
O -16.66521 21.80821 -15.91598
C -11.90892 17.75088 -22.66048
H -16.46371 11.19683 -22.41495
C -18.19047 17.18942 -21.90186
O -20.17613 16.42237 -20.59837
H -14.42463 15.93251 -14.66109
H -11.00860 18.58824 -16.55179
C -17.29758 18.31450 -12.91235
C -18.52996 19.29112 -12.64665
H -19.07915 18.04030 -20.09812
H -17.66803 13.95603 -22.30598
O -12.15418 15.27101 -20.80894
H -17.93093 20.48324 -15.86623
H -16.89774 12.85588 -24.32734
H -10.32202 15.84626 -20.08668
H -18.95963 15.66860 -19.02918
C -17.90043 21.84410 -21.36954
H -18.67936 23.09460 -13.79579
H -19.29841 20.70855 -20.15793
H -11.52665 17.12190 -23.46445
H -18.32773 23.18514 -22.66262
H -10.63955 17.37357 -17.77766
O -10.41717 17.24038 -14.50398
C -9.92366 16.85260 -15.76931
H -19.58720 20.47868 -21.90553
H -17.89664 22.65143 -20.63721
H -17.40516 17.28329 -13.24871
H -19.33601 16.09104 -23.15358
H -15.74155 20.33504 -18.92788
C -19.38453 17.50913 -20.99962
H -16.26975 21.36121 -16.66434
H -17.41233 21.19447 -12.17940
H -16.56782 18.79012 -13.56759
O -19.39843 21.61785 -12.53219
H -14.19427 17.93073 -20.18131
C -15.57029 17.69669 -17.73449
*
```

***

This record from OMol25 describes a molecular structure, C26H78CuIO30S. The level of theory is ωB97M-V with the def2-TZVPD basis set.

- ⟨S²⟩: 0.752
- E_tot: -5630.8370 Eh
- LUMO level (alpha / beta): 0.0684 / 0.0224 Ha
- Gap between HOMO and LUMO (alpha / beta): 6.89 / 5.63 eV

```
! RIJCOSX wB97M-V def2-TZVPD def2/J DEFGRID3
* xyz -1 2
H 2.21208 -5.99538 -1.43622
H -1.88764 -0.86924 6.15369
H 1.79583 -5.12320 0.59137
O 1.46908 2.45473 -3.44163
H 1.02636 1.71438 -1.77056
H 7.80471 1.55918 0.98673
O 4.85651 0.23530 1.41568
H 1.71992 -7.61526 -0.81933
H -0.45455 -2.07567 -3.50967
H 1.16179 -2.11038 -1.81651
C 4.31088 0.56025 -1.99049
C 4.74809 0.91753 -3.40026
C 1.34757 -1.10790 -3.98095
H 2.22794 1.51950 0.37021
H 6.41940 0.30222 2.65236
H -0.89960 -1.26287 2.87765
O -1.48801 -2.66185 -0.41662
C 0.47558 2.43723 1.24276
H -2.31134 0.38760 3.66291
H -5.02221 2.94843 3.02039
H 6.48167 1.53684 -0.05380
H 0.15611 -1.38393 4.81368
C -3.28319 -4.10243 -3.07098
H -4.56496 -2.30669 -2.83400
H -0.48504 4.45544 -1.38377
C 6.95192 0.93371 0.72286
O -1.24264 -1.37362 1.98790
H 5.83960 1.91293 2.18217
C -5.36442 -0.69391 2.61234
C -4.51403 3.72462 2.44823
C 0.66705 2.78031 -4.58732
H -4.76753 -1.27375 3.31632
O -1.19263 1.82812 4.32426
H 1.20064 2.67395 2.02145
O 2.08018 -2.84485 2.53532
C -1.34094 6.37017 -1.83095
H -0.94349 2.24736 5.15116
O -0.72906 -1.16633 4.51247
C 5.99932 0.89138 1.83717
O -5.15796 4.88347 2.84690
O 2.57867 0.49599 2.90179
H -2.69671 3.48468 -1.10272
C -1.24303 -0.26749 5.51301
H 3.73959 -0.70754 4.92508
O 4.15998 2.18657 -3.79517
C 0.13092 -6.15339 -1.12593
H 0.16332 1.82035 -4.70051
H -1.39974 6.77872 -0.82212
H 2.99150 -2.12682 -4.32466
H 2.27380 -1.98639 4.12876
H -2.70850 -4.02298 0.56796
C -3.65755 -2.58347 -3.37076
H -7.10147 -2.87153 2.34106
O -2.21429 -4.60066 -3.79406
H -0.03278 3.59506 -4.40158
H 3.23493 0.38741 -1.96685
H -3.13136 -4.20936 -1.99691
H -0.48313 0.19047 6.14620
O 4.93666 -0.63077 -1.61630
O -2.41079 4.36893 -0.86202
O 7.29537 -0.42026 0.31556
H -2.71304 3.88029 3.71243
O 2.01259 -1.67630 4.99894
H -0.99016 -3.41524 2.02003
O -3.90364 -2.45019 -4.81496
H -0.49674 -0.38682 -3.22268
H 1.91676 -0.18829 -3.84517
H 1.20194 -1.13637 -5.06080
H -2.90082 -1.85756 -3.07324
O 0.52501 -1.39615 -1.73925
H -1.55184 4.51451 -2.79022
C -1.78566 -2.67820 1.91023
H -5.16636 4.90971 3.80651
H 1.96812 -0.20298 2.65628
H 1.48482 1.33782 -6.96913
H -2.49663 2.85188 2.21682
Cu -0.41312 -0.40517 0.07008
H 8.10704 -0.36142 -0.19370
H 4.41995 0.21228 -4.16384
O 1.85537 -6.08055 0.55202
H -2.52556 4.57128 0.88492
H 2.20360 3.80801 -5.65852
C 0.14999 -1.25788 -3.11741
C 1.38406 2.12818 0.04544
O -6.41880 -0.03244 3.29364
O 1.23396 -1.27714 1.00349
C -2.40285 -2.97683 0.55263
H -0.16556 3.29757 1.05071
O -6.26105 -2.93987 1.88214
O 3.48367 -2.00150 0.84828
S 2.11504 -2.41623 1.16579
H -0.60996 1.53576 2.50892
H -5.23087 -1.75441 0.56106
C 1.53717 2.97235 -5.87213
H -6.84522 0.59676 2.70724
H -4.54105 -1.76245 -5.02066
H -4.12943 -4.75816 -3.27595
H -3.30195 6.77266 -2.07035
H -0.45476 -6.53515 -0.28967
C 1.54904 -6.54015 -0.76412
C 2.20358 0.72865 4.25344
O -2.52102 4.80063 1.81711
H 2.35579 2.24148 -3.74141
O 0.07972 -4.70953 -1.25558
H 2.61152 -0.19176 6.20949
C -5.89306 -1.63363 1.41839
H 2.35812 1.73330 4.64701
O 2.27864 -2.14721 -3.68200
C 2.70425 -0.45717 5.15637
I -2.84247 0.82320 -1.00969
H -2.33215 -5.55340 -3.79558
C -1.41920 4.86600 -1.76701
O -2.47201 6.97994 -2.50605
C -2.94386 3.74364 2.65595
O 1.75166 -3.49926 0.23500
O 2.07192 1.84506 -6.40377
H -2.93376 1.10999 5.13943
H -6.81124 -1.25347 0.97060
H -4.68545 0.05275 2.20049
H 4.84632 2.81169 -4.03964
H -1.06966 -3.46904 -0.72492
H 1.11370 0.71831 4.24084
H 4.75804 -1.25268 -2.32547
O 0.73886 1.32605 -0.94102
H 0.69093 -4.26934 -0.66040
H -0.41768 6.65421 -2.33593
H -2.49160 -2.83555 2.72570
H -4.68199 3.63982 1.37460
H 4.51375 1.40332 -1.33005
H 5.83623 0.86313 -3.36704
H -0.21890 -6.65199 -2.02988
H 1.89576 3.00539 -0.35050
H 0.89152 3.39983 -6.63926
O -0.33706 1.38219 1.60142
C -2.02647 0.76043 4.64676
H -3.28453 -2.41164 0.25045
H 4.11039 0.51013 1.95360
*
```